The following is a quantum chemistry calculation of C38H39AlF3N6O12 as an isolated structure in a non-equilibrium geometry, from the OMol25 dataset.

Geometry (Å):
1 C 9.60176 -3.35243 4.82067
2 C 8.14408 -3.19942 5.38632
3 C 7.51126 -1.78810 5.08498
4 C 7.62225 -0.82233 6.33870
5 Al 5.62455 -1.94838 4.36583
6 C 4.30121 -2.79117 5.70718
7 C 2.89139 -2.70723 5.02219
8 O 2.69427 -3.77790 4.11547
9 C 1.67428 -2.53859 6.00830
10 F 0.98471 -1.39514 5.67555
11 F 1.98141 -2.50928 7.31337
12 F 0.77582 -3.56370 5.81775
13 O 4.97299 -0.20124 4.08601
14 C 5.30908 0.12070 2.87485
15 N 5.86252 0.53344 1.96194
16 H 9.65668 -3.24433 3.71830
17 H 10.30787 -2.65544 5.32944
18 H 9.96504 -4.38114 5.08300
19 H 8.24146 -3.28300 6.49818
20 H 7.47795 -4.02763 5.05269
21 H 8.14747 -1.31410 4.28954
22 H 7.07339 0.12935 6.14486
23 H 8.70789 -0.55872 6.43697
24 H 7.23369 -1.29385 7.26698
25 H 5.64967 -2.80132 3.00921
26 H 4.35806 -2.31066 6.70784
27 H 4.54417 -3.88091 5.82829
28 H 2.90343 -1.78646 4.38978
29 H 2.72311 -4.62154 4.59430
30 C -2.01773 -1.15749 4.40108
31 C -2.88195 -1.38536 3.33749
32 C -3.79668 -0.41152 2.96613
33 C -3.83356 0.78641 3.66605
34 C -2.98050 1.01996 4.73495
35 C -2.06918 0.04080 5.10124
36 N -4.78221 1.82789 3.26026
37 O -5.52719 1.58381 2.32428
38 O -4.77066 2.87817 3.87254
39 H -1.29949 -1.91721 4.68525
40 H -2.83884 -2.32163 2.79532
41 H -4.46565 -0.59581 2.13621
42 H -3.01219 1.95189 5.28324
43 H -1.39489 0.21176 5.93075
44 C -8.27892 1.40257 -1.01588
45 C -7.86455 0.59305 0.03263
46 C -7.92712 -0.78680 -0.08870
47 C -8.40141 -1.34804 -1.26678
48 C -8.82484 -0.54335 -2.31808
49 C -8.76254 0.83567 -2.18723
50 N -8.44423 -2.80763 -1.40911
51 O -8.08358 -3.48002 -0.46263
52 O -8.83617 -3.26490 -2.47190
53 H -8.22322 2.48050 -0.92000
54 H -7.48871 1.03917 0.94471
55 H -7.60149 -1.40870 0.73471
56 H -9.19982 -0.97137 -3.23819
57 H -9.08752 1.47036 -3.00210
58 C -5.78671 -2.02054 -4.04374
59 C -5.42977 -1.72165 -5.35226
60 C -4.33249 -0.91012 -5.60369
61 C -3.60037 -0.40912 -4.53676
62 C -3.95309 -0.69592 -3.22630
63 C -5.05262 -1.50558 -2.98292
64 N -2.42416 0.42970 -4.80020
65 O -2.15386 0.67715 -5.96153
66 O -1.78546 0.82616 -3.84292
67 H -6.64103 -2.65952 -3.84876
68 H -6.00520 -2.12375 -6.17671
69 H -4.06011 -0.68140 -6.62523
70 H -3.38497 -0.30156 -2.39435
71 H -5.33708 -1.74022 -1.96431
72 C 2.05246 1.09610 -0.72613
73 C 1.62278 1.87031 -1.79726
74 C 2.54923 2.49954 -2.61263
75 C 3.90382 2.34302 -2.34862
76 C 4.34267 1.57774 -1.27628
77 C 3.40903 0.95318 -0.46331
78 N 4.89026 2.98685 -3.22503
79 O 4.47818 3.67158 -4.15399
80 O 6.06562 2.80225 -2.98514
81 H 1.32572 0.60021 -0.09317
82 H 0.56387 1.97990 -1.99785
83 H 2.20532 3.09875 -3.44259
84 H 5.39712 1.45763 -1.06446
85 H 3.73987 0.35198 0.37411
86 C 1.96118 2.70124 -6.62390
87 C 1.05115 2.41341 -7.63347
88 C 0.09064 3.34812 -7.99007
89 C 0.05477 4.56816 -7.33142
90 C 0.95404 4.86275 -6.31680
91 C 1.91074 3.92179 -5.96338
92 N -0.94457 5.56884 -7.72334
93 O -1.73106 5.27075 -8.60515
94 O -0.92914 6.64211 -7.14810
95 H 2.71443 1.97118 -6.35046
96 H 1.09271 1.45988 -8.14486
97 H -0.61417 3.11612 -8.77695
98 H 0.92303 5.81236 -5.79965
99 H 2.62061 4.13895 -5.17519

## Properties
Frontier orbital gap (eV): 5.8
Spin multiplicity: 1
ΔE to the lowest compared entry with this formula, charge and spin (kJ/mol): 0.0
Lowest unoccupied orbital energy (Ha): 0.011
Total charge: -1

The following is a quantum chemistry calculation of C38H39BN5O2S3SbSn as an isolated structure, from the OMol25 dataset.

Geometry (Å):
1 Sn -0.03940 0.52800 -0.27054
2 C 2.69153 -0.95247 0.68338
3 C 1.64453 -1.99140 0.24848
4 N 0.28521 -1.57857 0.66858
5 C 0.09768 -1.61930 2.14597
6 C -0.72096 -0.43893 2.66439
7 N -0.42995 0.82713 1.95608
8 C 0.71410 1.62245 2.46078
9 C 2.03777 0.92736 2.20285
10 N 2.11908 0.42039 0.79886
11 H 3.49590 -0.94636 -0.04850
12 H 3.14240 -1.22793 1.63580
13 H 1.89990 -2.96805 0.66386
14 H 1.63115 -2.08291 -0.83671
15 H -0.39199 -2.19202 0.22365
16 H 1.08370 -1.64228 2.60331
17 H -0.39230 -2.55011 2.43343
18 H -0.55828 -0.32040 3.73863
19 H -1.78413 -0.62965 2.52306
20 H -1.26961 1.41519 2.09679
21 H 0.59444 1.84121 3.52548
22 H 0.69449 2.57880 1.93001
23 H 2.16757 0.08892 2.88303
24 H 2.85533 1.61996 2.40393
25 H 2.70524 1.05043 0.26040
26 C -3.51805 1.38512 -7.74202
27 C -2.13924 1.22954 -7.71649
28 C -1.53559 0.54772 -6.66856
29 C -2.30775 0.02192 -5.63506
30 C -3.69172 0.18609 -5.66449
31 C -4.29395 0.86867 -6.71282
32 Sb -1.41680 -1.28995 -4.22208
33 C 0.29556 -0.07768 -3.71077
34 C 0.30951 1.31615 -3.78308
35 C 1.38975 2.03883 -3.29064
36 C 2.47984 1.37978 -2.72781
37 C 2.48981 -0.00770 -2.67371
38 C 1.39994 -0.72891 -3.16105
39 C -2.39947 -0.52523 -2.45587
40 C -2.49195 -1.33958 -1.32740
41 C -2.96114 -0.83279 -0.11329
42 C -3.34506 0.50142 -0.01762
43 C -3.28291 1.31289 -1.14932
44 C -2.81904 0.80110 -2.35360
45 H -3.98976 1.90009 -8.56874
46 H -1.53295 1.62250 -8.52249
47 H -0.45820 0.41911 -6.67425
48 H -4.31496 -0.23276 -4.88127
49 H -5.37023 0.98088 -6.73496
50 H -0.52009 1.84846 -4.23923
51 H 1.40540 3.11767 -3.37608
52 H 3.34047 1.94759 -2.39379
53 H 3.36939 -0.53210 -2.31768
54 H 1.43869 -1.81453 -3.15806
55 H -2.23323 -2.39298 -1.39994
56 H -3.08183 -1.49474 0.73763
57 H -3.72533 0.90177 0.91522
58 H -3.61027 2.34376 -1.08935
59 H -2.77678 1.44469 -3.22453
60 S -2.74890 2.77987 3.16748
61 C -1.69608 3.83895 2.42683
62 S -1.60646 3.99286 0.69622
63 C -0.20810 5.02315 0.87628
64 N 0.09576 5.27062 2.09963
65 N -0.75895 4.63987 2.96439
66 C -0.48807 4.78603 4.36977
67 C -1.52739 5.03470 5.24949
68 C -1.23829 5.17080 6.59873
69 C 0.06965 5.06717 7.04974
70 C 1.10192 4.83476 6.15077
71 C 0.82729 4.69249 4.80003
72 S 0.85274 5.65046 -0.37290
73 H -2.54188 5.12904 4.88976
74 H -2.03943 5.37126 7.29656
75 H 0.28760 5.18317 8.10257
76 H 2.12408 4.77832 6.49952
77 H 1.62479 4.55102 4.08209
78 O -1.28653 4.65960 -1.98947
79 B -0.03198 5.22260 -1.90074
80 O 0.55374 5.43763 -3.12332
81 C -0.38779 4.98360 -4.03783
82 C -0.29960 4.95040 -5.40933
83 C -1.40089 4.42189 -6.08008
84 C -2.52634 3.97081 -5.39695
85 C -2.60179 4.01721 -4.00626
86 C -1.49783 4.51767 -3.35889
87 H 0.57028 5.32340 -5.93158
88 H -1.38602 4.37451 -7.16015
89 H -3.36429 3.58076 -5.95693
90 H -3.48606 3.69934 -3.47014

## Properties
Frontier orbital gap (eV): 7.5
Spin multiplicity: 1
ΔE to the lowest compared entry with this formula, charge and spin (kJ/mol): 0.0
Lowest unoccupied orbital energy (Ha): -0.204
Total charge: +2